DFT (ωB97M-V/def2-TZVPD) results for the molecule C7H13F2O3P at a distorted geometry.

For the HOMO energy, the calculation gives -9.31 eV. As for the energy above the lowest of the compared OMol25 structures with the same formula, charge and spin: 122.00 kJ/mol. The total charge is 0. As for the SMILES: CCOP(OCC)OCC=C(F)F. Its total energy is -1041.27032 a.u. The gap between HOMO and LUMO comes out at 10.236 eV. The calculation puts the lowest unoccupied orbital energy at 0.92 eV.

Geometry (Å):
C: -2.86 1.93 -0.76
C: -1.52 2.07 -0.15
O: -0.87 0.90 0.23
P: -0.15 -0.19 -0.69
O: -0.22 -1.38 0.52
C: -1.41 -2.19 0.63
C: -2.65 -1.45 0.35
O: 1.35 0.39 -0.22
C: 2.63 -0.24 -0.53
C: 3.68 -0.15 0.55
C: 5.00 -0.21 0.44
F: 5.87 -0.09 1.47
F: 5.79 -0.08 -0.60
H: -3.25 3.02 -1.00
H: -2.79 1.41 -1.75
H: -3.51 1.36 -0.12
H: -1.66 2.81 0.77
H: -0.92 2.67 -0.96
H: -1.41 -3.08 0.02
H: -1.14 -2.42 1.67
H: -3.57 -1.88 0.57
H: -2.69 -0.56 0.99
H: -2.73 -0.97 -0.65
H: 3.12 0.10 -1.45
H: 2.52 -1.30 -0.85
H: 3.41 -0.47 1.53